1.
The following is a DFT calculation (ωB97M-V with the def2-TZVPD basis set) of a molecular structure, C12H22BF10N2O16S4Zr at a distorted geometry.

2S+1: 1
Net charge: -3
Kohn-Sham gap, eV: 2.85

Each line ends with the natural charge from an NBO analysis.
CARTESIAN COORDINATES (ANGSTROEM)
Zr  -1.173  -0.043  0.172  2.066
N  -2.629  1.386  0.501  -1.170
S  -3.100  2.617  -0.452  2.449
O  -2.389  3.834  -0.213  -0.905
O  -4.461  2.606  -0.895  -0.862
F  -2.401  2.025  -1.733  -0.446
S  -3.693  1.955  1.777  2.408
O  -5.065  1.563  1.728  -0.846
O  -3.295  3.202  2.359  -0.885
F  -3.090  0.943  2.861  -0.489
N  -0.441  -3.720  -2.457  -0.985
S  0.652  -3.183  -1.273  2.452
O  1.247  -4.135  -0.371  -0.934
O  0.217  -1.921  -0.724  -0.929
F  1.839  -2.709  -2.232  -0.492
S  -0.065  -5.258  -2.535  2.454
O  -0.783  -6.147  -1.659  -0.950
O  1.314  -5.530  -2.848  -0.976
F  -0.763  -5.564  -3.948  -0.515
B  -1.596  -1.390  1.884  -0.634
H  -1.831  -2.003  2.838  0.036
H  -2.550  -1.058  1.362  0.020
H  -1.081  -0.429  2.209  0.009
H  -0.902  -1.783  1.085  0.030
O  0.300  -0.542  -3.721  -0.873
C  1.201  0.404  -3.415  -0.024
C  0.775  1.447  -2.312  -0.084
O  0.193  1.042  -1.126  -0.885
H  1.426  1.025  -4.314  0.062
H  2.137  -0.099  -3.054  0.036
H  0.180  2.162  -2.913  0.130
H  1.648  2.101  -2.109  0.083
O  -2.261  -1.053  -1.478  -0.747
C  -3.598  -1.388  -1.123  -0.105
C  -4.344  -2.641  -1.803  -0.018
O  -3.847  -3.029  -2.993  -0.921
H  -4.216  -0.509  -1.372  0.117
H  -3.758  -1.551  -0.044  0.110
H  -5.413  -2.329  -1.893  0.049
H  -4.308  -3.494  -1.086  0.054
C  2.287  3.464  0.156  -0.617
C  0.900  3.880  0.565  -0.087
O  0.813  3.730  2.006  -0.480
C  0.273  2.682  2.558  0.728
O  -0.178  1.722  1.995  -0.539
C  0.145  2.825  4.098  0.902
F  0.578  4.014  4.519  -0.315
F  -1.118  2.683  4.478  -0.296
F  0.837  1.823  4.660  -0.313
H  2.563  3.803  -0.839  0.231
H  2.488  2.413  0.347  0.227
H  2.970  4.028  0.810  0.181
H  0.160  3.249  0.075  0.257
H  0.704  4.933  0.384  0.186
C  4.678  -0.958  -1.048  -0.625
C  3.346  -0.623  -0.447  -0.095
O  3.479  -0.844  0.978  -0.483
C  2.398  -0.726  1.693  0.713
O  1.309  -0.518  1.233  -0.527
C  2.555  -1.076  3.187  0.916
F  1.415  -1.031  3.831  -0.284
F  3.114  -2.280  3.310  -0.309
F  3.396  -0.172  3.773  -0.343
H  4.699  -0.841  -2.129  0.238
H  5.047  -1.941  -0.752  0.208
H  5.441  -0.282  -0.640  0.180
H  2.521  -1.193  -0.865  0.259
H  3.106  0.429  -0.615  0.196

Atoms 1-6, force components in eV/Å:
3.41 -2.72 -7.94
-5.14 4.39 2.58
2.03 -0.31 -6.28
-0.54 -0.06 0.50
0.11 0.51 1.66
0.14 0.31 0.30

=====

2.
The following is a DFT calculation (ωB97M-V with the def2-TZVPD basis set) of a molecular structure, C12H22BIrN2O7P2.

2S+1: 2
Net charge: +1
Kohn-Sham gap (alpha / beta), eV: 8.90 / 5.64

Each line ends with the natural charge from an NBO analysis.
CARTESIAN COORDINATES (ANGSTROEM)
Ir  0.073  0.042  0.031  1.273
C  2.829  -0.976  0.774  -0.427
N  2.175  0.061  -0.063  -0.339
C  2.605  -0.129  -1.471  -0.424
C  2.592  1.419  0.399  -0.256
C  1.589  2.427  -0.071  -0.042
C  1.866  3.750  -0.328  -0.207
C  0.820  4.622  -0.631  -0.095
C  -0.505  4.179  -0.672  -0.210
C  -0.799  2.855  -0.432  -0.193
C  0.254  1.954  -0.164  0.014
H  3.910  -0.893  0.652  0.210
H  2.491  -1.958  0.457  0.241
H  2.564  -0.823  1.816  0.238
H  3.694  -0.074  -1.516  0.212
H  2.173  0.650  -2.097  0.227
H  2.272  -1.099  -1.831  0.231
H  3.604  1.631  0.048  0.228
H  2.606  1.404  1.491  0.253
H  2.883  4.118  -0.275  0.236
H  1.039  5.665  -0.817  0.237
H  -1.299  4.880  -0.888  0.239
H  -1.819  2.503  -0.445  0.235
C  -3.045  -3.340  -1.800  -0.630
C  -2.276  -2.455  -0.830  -0.486
O  -2.488  -2.876  0.515  -0.720
P  -2.921  -0.757  -0.770  2.405
O  -4.360  -0.812  -0.147  -0.962
O  -3.168  -0.320  -2.254  -0.969
O  -2.029  0.160  0.041  -1.066
P  -0.466  -2.322  -1.165  2.349
O  -0.022  -3.483  -2.127  -0.968
O  -0.197  -0.963  -1.835  -1.052
O  0.176  -2.334  0.200  -1.118
H  -4.103  -3.339  -1.541  0.244
H  -2.671  -4.360  -1.727  0.240
H  -2.930  -2.994  -2.827  0.242
H  -1.634  -2.909  0.978  0.515
H  -4.388  -1.050  0.792  0.543
H  -3.274  0.625  -2.425  0.536
H  0.353  -4.261  -1.691  0.539
B  0.325  0.292  4.648  -0.612
C  0.225  0.206  3.111  0.537
N  0.236  0.127  1.953  -0.603
H  1.463  0.639  4.865  0.040
H  -0.472  1.126  5.005  0.053
H  0.049  -0.808  5.064  0.058

Atoms 1-6, force components in eV/Å:
0.83 -0.44 0.21
0.07 -0.03 0.06
-0.40 -0.03 -0.07
0.09 0.03 -0.06
0.03 0.11 -0.10
0.00 -0.13 0.09